{
  "formula": "C2H12O3",
  "method": "wB97M-V/def2-TZVPD",
  "species": ["C", "C", "H", "H", "H", "H", "H", "H", "O", "H", "H", "O", "H", "H", "O", "H", "H"],
  "coordinates": [[0.19239, 1.10988, -1.95081], [-0.26686, 1.92088, -0.60656], [-0.24614, 1.46702, -2.93594], [1.35421, 1.15363, -2.02501], [0.02818, -0.06054, -1.92616], [0.54862, 2.32678, 0.09761], [-1.06260, 1.40804, 0.03936], [-0.82296, 2.90368, -0.82780], [-1.63707, -2.30174, 0.78845], [-1.27867, -2.44976, 1.67552], [-0.82468, -1.75684, 0.48810], [1.53371, -2.28974, 0.14328], [1.19760, -2.81199, -0.60566], [2.51795, -2.41562, 0.20455], [-0.10551, 0.48521, 2.75973], [-1.06400, 0.33858, 2.80340], [-0.06417, 0.97254, 1.87795]],
  "forces_ev_per_a": [[1.361, -1.087, 0.663], [-1.048, 1.014, 0.089], [0.430, -0.160, 1.516], [-2.032, 0.241, -0.021], [-0.092, 2.426, 0.336], [-0.757, -1.191, -1.269], [1.276, 0.173, -1.017], [0.839, -1.420, -0.291], [2.617, 1.593, -0.229], [-0.535, -0.420, 0.170], [-1.942, -1.116, 0.098], [0.969, -0.193, -0.118], [0.537, 0.150, 0.415], [-1.608, 0.045, -0.322], [-0.605, 0.972, -1.979], [0.279, -0.124, 0.315], [0.310, -0.901, 1.643]],
  "nbo_charge": [-0.6351, -0.6506, 0.2207, 0.2150, 0.2142, 0.2145, 0.2030, 0.2190, -0.9422, 0.4672, 0.4748, -0.9620, 0.4788, 0.4840, -0.9377, 0.4656, 0.4709],
  "molar_mass_g_mol": 84.115,
  "homo_ev": -11.222,
  "total_energy_ha": -309.06232,
  "smiles": "CC.O.O.O"
}